1.
Molecular formula: C19H27NO2
Method: DFT, ωB97M-V/def2-TZVPD

```
! wB97M-V def2-TZVPD RIJCOSX def2/J DEFGRID3
* xyz 0 1
C 2.69271 3.06172 -1.33743
C 3.18441 2.13330 -2.45751
C 2.08210 1.31470 -3.13337
C 1.53652 0.07222 -2.38503
C 1.82952 0.01946 -0.88618
C 0.03578 -0.10294 -2.62401
O -0.78361 0.62058 -1.67624
C -1.49246 1.68147 -2.14766
N -2.86272 1.55675 -1.89915
O -0.99662 2.61353 -2.70878
H 1.63796 3.30932 -1.47861
H 3.28028 3.98013 -1.29995
H 2.77755 2.59165 -0.35632
H 3.64827 2.74678 -3.23436
H 3.97820 1.47528 -2.08983
H 1.25376 1.98386 -3.37762
H 2.47673 0.95893 -4.09074
H 1.98969 -0.82118 -2.83039
H 1.26713 0.77948 -0.34293
H 2.88560 0.16458 -0.66102
H 1.51452 -0.94619 -0.48038
H -0.24378 -1.15243 -2.51252
H -0.23007 0.21523 -3.63557
H -3.16964 2.21400 -1.19096
H -3.06733 0.61428 -1.59222
C 2.03058 -3.03150 1.93213
C 3.31322 -2.52478 2.08872
C 4.41057 -3.36671 1.97259
C 4.22521 -4.71556 1.70208
C 2.94242 -5.22278 1.54865
C 1.84498 -4.38055 1.66323
H 1.17451 -2.37410 2.01832
H 3.45765 -1.47280 2.29983
H 5.41110 -2.97140 2.09309
H 5.08125 -5.37176 1.61059
H 2.79773 -6.27512 1.34010
H 0.84429 -4.77578 1.54322
C -4.03680 1.66020 1.78291
C -4.92354 0.83121 1.11004
C -6.11628 0.45287 1.71029
C -6.42353 0.90851 2.98446
C -5.53772 1.73868 3.65790
C -4.34429 2.11476 3.05786
H -3.10080 1.94939 1.32002
H -4.68485 0.46937 0.11811
H -6.80598 -0.19483 1.18477
H -7.35443 0.61673 3.45325
H -5.77720 2.09164 4.65266
H -3.65256 2.75982 3.58393
*
```

Properties
**ΔE to the lowest compared entry with this formula, charge and spin**: 1.279 eV
**DFT total energy**: -25726.11087 eV
**SMILES**: CCC[C@@H](C)COC(N)=O.c1ccccc1.c1ccccc1
**Gap between HOMO and LUMO**: 10.06 eV


2.
Molecular formula: C19H27NO4
Method: DFT, ωB97M-V/def2-TZVPD

```
! wB97M-V def2-TZVPD RIJCOSX def2/J DEFGRID3
* xyz 0 1
C 1.06603 -2.50140 -2.57835
C 0.40352 -1.18941 -2.16959
O -0.78584 -1.37959 -1.41842
C -0.60859 -1.63593 -0.05826
O -0.00267 -0.53714 0.59165
C -0.83511 0.55640 0.72298
C -0.12934 1.85379 0.92364
O -0.71741 2.91731 0.98973
N 1.21101 1.72981 1.02937
C 2.10537 2.86052 1.06823
C 3.01942 2.88750 -0.12977
C 2.51726 2.60314 -1.39432
C 3.34954 2.61419 -2.49863
C 4.69345 2.91560 -2.35273
C 5.19974 3.20587 -1.09764
C 4.36765 3.18713 0.00834
C -2.16298 0.48640 0.65377
C -2.91895 -0.78896 0.45990
C -3.68895 -0.76145 -0.86410
C -1.96758 -1.99416 0.55932
C -1.75558 -2.43461 2.01401
C -2.94341 -3.18051 2.62416
C -3.24241 -4.52482 1.95370
O -3.86299 -4.41400 0.69433
H 1.90790 -2.29320 -3.23283
H 1.42917 -3.04438 -1.70902
H 0.35057 -3.12743 -3.10513
H 0.08300 -0.64047 -3.05882
H 1.10793 -0.56414 -1.60656
H 0.10838 -2.45932 0.09735
H 1.60745 0.80756 0.93153
H 1.46571 3.75052 1.08040
H 2.69431 2.84092 1.99228
H 1.46651 2.37803 -1.50968
H 2.94823 2.39012 -3.47621
H 5.34358 2.92562 -3.21500
H 6.24667 3.44342 -0.97807
H 4.76759 3.41079 0.98729
H -2.72025 1.40539 0.74189
H -3.65589 -0.85780 1.26946
H -4.35050 0.10137 -0.89492
H -2.99263 -0.70453 -1.69441
H -4.28339 -1.66605 -0.97135
H -2.36845 -2.82851 -0.01926
H -0.88197 -3.08962 2.06170
H -1.53764 -1.55329 2.62251
H -3.84201 -2.55935 2.58693
H -2.72213 -3.37213 3.67597
H -2.31429 -5.07155 1.77249
H -3.87157 -5.12807 2.62553
H -4.68046 -3.91374 0.79695
*
```

Properties
**ΔE to the lowest compared entry with this formula, charge and spin**: 1.661 eV
**DFT total energy**: -29821.38267 eV
**SMILES**: CCO[C@H]1OC(C(=O)NCc2ccccc2)=C[C@@H](C)[C@@H]1CCCO
**Gap between HOMO and LUMO**: 9.64 eV


3.
Molecular formula: C19H28BF7N2O13PS2
Method: DFT, ωB97M-V/def2-TZVPD

```
! wB97M-V def2-TZVPD RIJCOSX def2/J DEFGRID3
* xyz 1 1
N 1.43675 -3.55157 -1.79647
P 1.77278 -4.56078 -0.61968
O 1.12399 -3.89022 0.81400
C -0.25485 -4.00576 0.86617
O -0.75585 -5.08723 0.74083
C -1.19215 -2.80413 1.10978
C -2.31558 -2.64807 0.21304
C -3.18652 -1.49735 0.39436
N -2.99607 -0.56196 1.37986
C -3.97404 0.56605 1.36601
B -3.30440 1.97807 0.84521
O -2.77864 1.93856 -0.49507
O -3.22585 3.10179 1.66064
C -1.95768 -0.67228 2.30952
S -1.74083 0.54938 3.63218
O -1.05834 0.03072 4.78846
O -2.96187 1.19952 4.02550
F -0.76788 1.70370 2.97998
C -1.02090 -1.80435 2.18726
C 0.21778 -2.02129 3.12395
C 1.19563 -0.77631 2.96612
C 2.67089 -1.16606 2.56372
C 3.62221 -0.02711 3.16207
S 5.02584 0.37678 2.07679
O 5.52824 -0.74623 1.29422
O 6.11124 0.88914 2.90653
O 4.51502 1.64895 1.15685
H 0.90808 -2.77198 -1.38362
H 3.18813 -4.70719 -0.43074
H 1.21810 -5.84988 -0.89676
H -2.54506 -3.36169 -0.60989
H -4.04311 -1.38723 -0.31433
H -4.77919 0.34643 0.60799
H -4.51886 0.68451 2.33884
H -2.10057 1.23299 -0.49987
H -2.32421 3.47797 1.62747
H 0.75432 -2.97973 2.93710
H -0.21044 -2.10020 4.16404
H 1.24593 -0.28507 3.97915
H 0.74331 -0.03444 2.26141
H 3.00010 -2.16016 2.96116
H 2.74089 -1.12747 1.44086
H 2.97601 0.89708 3.19696
H 3.91287 -0.28730 4.20724
H 4.98306 1.60483 0.29557
C 8.02660 -2.96268 -2.35537
C 6.95445 -2.04683 -1.80187
O 6.09269 -1.57417 -2.85299
C 5.12429 -2.40926 -3.24096
O 4.93617 -3.49910 -2.77982
C 4.26335 -1.75679 -4.32352
F 5.00401 -1.14749 -5.26473
F 3.44614 -0.81824 -3.80321
F 3.48588 -2.64178 -4.95636
H 8.57990 -2.46544 -3.15482
H 8.72549 -3.25532 -1.57068
H 7.59090 -3.86661 -2.78410
H 7.41664 -1.16436 -1.35936
H 6.37365 -2.53410 -1.01698
C -4.69316 4.42458 -1.46706
C -5.92710 5.06384 -0.86270
O -6.62539 5.84745 -1.83969
C -7.42720 5.16704 -2.66860
O -7.58499 3.97973 -2.63926
C -8.14255 6.12455 -3.62251
F -7.30827 7.04174 -4.14177
F -9.12296 6.79941 -2.99605
F -8.70595 5.48516 -4.65378
H -4.05432 5.18172 -1.92650
H -4.11988 3.89035 -0.71354
H -4.96163 3.71624 -2.25286
H -5.63421 5.74812 -0.06591
H -6.59085 4.31886 -0.41939
*
```

Properties
**DFT total energy**: -100404.26991 eV
**Gap between HOMO and LUMO**: 5.71 eV


4.
Molecular formula: C19H28BiClO6
Method: DFT, ωB97M-V/def2-TZVPD

```
! wB97M-V def2-TZVPD RIJCOSX def2/J DEFGRID3
* xyz 0 1
O 0.88083 2.56400 -2.63355
C 2.25131 2.84086 -3.15356
C 1.90934 4.17316 -3.78294
H 2.54775 2.06271 -3.86440
H 2.99317 2.90690 -2.33914
C 0.53505 3.85529 -3.21706
H 1.98692 4.13257 -4.87672
H 2.46421 5.02043 -3.37473
C -0.38781 3.70606 -4.40496
H 0.03938 2.96378 -5.09610
H -0.49612 4.67772 -4.90920
H -1.38342 3.36452 -4.11349
C 0.03316 4.80006 -2.13399
H 0.73852 4.79909 -1.29562
H -0.93274 4.43044 -1.75504
H -0.09199 5.81686 -2.53645
Bi 0.09269 -2.88979 1.40133
C -0.55725 -1.96545 3.56402
C 0.83046 -2.46298 3.59308
C 1.68914 -1.32411 3.33510
H 1.10764 -3.44228 3.96726
C 0.85831 -0.19587 3.14214
C -0.49642 -0.55998 3.29376
H -1.35047 0.11660 3.32486
H -1.39961 -2.53933 3.92590
H 2.77740 -1.34973 3.34704
H 1.23567 0.82958 3.01793
C -3.18027 -3.54090 1.62548
C -3.54961 -2.20034 1.86129
C -2.95667 -1.38188 0.88302
H -4.20645 -1.85152 2.65335
C -2.16105 -2.20999 0.02442
C -2.32784 -3.58558 0.47052
H -2.04448 -4.48395 -0.06784
H -3.58456 -4.40498 2.14182
H -3.17212 -0.32662 0.73950
H -1.64991 -1.87399 -0.87904
O 0.16943 -0.25441 -1.41586
C -0.14578 0.73082 -0.41513
C 1.18263 1.32209 0.09000
H -0.80816 0.29780 0.37689
H -0.72937 1.50209 -0.93084
C 2.21343 0.79708 -0.91936
H 1.54242 0.94640 1.05068
H 1.05182 2.39082 0.16195
C 1.62358 -0.53498 -1.29492
H 3.25259 0.87451 -0.58797
H 2.12908 1.26270 -1.89208
H 1.87218 -1.26993 -0.49332
H 1.94933 -0.92567 -2.26536
O 0.06562 -5.65313 4.45744
Cl -0.91132 -5.56140 3.40821
O -1.39041 -6.82669 2.95792
O -1.98822 -4.63120 3.68201
O -0.12101 -4.93826 2.15173
*
```

Properties
**ΔE to the lowest compared entry with this formula, charge and spin**: 0.000 eV
**DFT total energy**: -50791.23397 eV
**Gap between HOMO and LUMO (alpha / beta)**: 6.53 / 6.53 eV